Model one:
The following is a quantum chemistry calculation of an isolated molecule of C4H5ClN2O, from the OMol25 dataset.

```
13
Properties=species:S:1:pos:R:3:nbo_charge:R:1
O -0.64233 -0.02292 -3.17760 -0.398
N -0.61520 -0.64714 -2.14478 0.256
N -1.14367 -0.44283 -1.07626 -0.151
C -1.33037 -0.67160 0.15047 0.093
C -0.40806 -0.20819 1.25230 -0.495
C 0.63927 0.76263 0.79722 -0.219
C 1.58626 0.45476 -0.07389 -0.205
Cl 2.76846 1.59782 -0.57142 0.009
H -2.21930 -1.20857 0.45325 0.194
H 0.07152 -1.09913 1.67152 0.243
H -1.01198 0.23676 2.04533 0.237
H 0.59463 1.76241 1.20666 0.222
H 1.71076 -0.51402 -0.53280 0.216
```

Properties
**SMILES**: O=N/N=C\C/C=C/Cl
**E_HOMO**: -8.70 eV
**Gap between HOMO and LUMO**: 0.3324 Eh

Model two:
The following is a quantum chemistry calculation of a cluster of 2 separate species, C4H5ClN2O in total, from the OMol25 dataset.

```
13
Properties=species:S:1:pos:R:3:nbo_charge:R:1
C 1.33173 0.05328 -1.16939 -0.650
C 0.01589 0.60202 -0.90934 -0.178
Cl 0.10220 2.42525 -0.92377 -0.032
C -1.01719 -0.10098 -0.64452 0.347
N -1.88832 -0.92677 -0.67018 -0.567
H 1.47933 -1.11111 -0.93044 0.252
H 1.80213 0.39728 -2.04692 0.234
H 2.05509 0.43030 -0.37850 0.227
H -2.33112 -1.24950 0.22746 0.387
N -0.87191 0.23567 2.30011 -0.770
C -0.01544 -0.43019 1.71130 0.847
O 0.83824 -1.22763 1.54513 -0.513
H -1.50064 0.90237 1.88906 0.414
```

Properties
**SMILES**: CC(Cl)=C=N.N=C=O
**E_HOMO**: -9.12 eV
**Gap between HOMO and LUMO**: 0.3416 Eh

Relative energy of each structure, in kJ/mol: model one 216.1; model two 0.0.

Model one:
The following is a quantum chemistry calculation of a structure of composition C18H18IMgN3O6, from the OMol25 dataset.

```
47
Properties=species:S:1:pos:R:3:nbo_charge:R:1
Mg -0.57359 -1.25679 -0.12251 1.698
O -2.68400 -3.30746 -2.73253 -0.648
C -2.19709 -3.09385 -1.52191 0.826
O -2.44693 -2.10376 -0.86875 -0.678
C -1.39427 -4.25512 -0.96918 -0.177
O -0.38976 -3.80746 -0.08044 -0.554
C 0.92230 -3.86307 -0.64480 -0.207
C 1.13314 -2.82493 -1.75292 0.755
O 2.19740 -2.78970 -2.33645 -0.648
O 0.10930 -2.05636 -1.93494 -0.925
H -3.23111 -2.54039 -2.96316 0.506
H -2.09853 -4.86059 -0.38740 0.226
H -0.98211 -4.86194 -1.77655 0.212
H 1.60945 -3.65270 0.17577 0.228
H 1.13638 -4.86607 -1.02499 0.203
I -0.78821 -1.70596 2.71935 0.123
C -1.21848 0.34157 2.92107 -0.122
C -1.21268 0.82338 4.19543 -0.255
C -1.54601 2.17751 4.41929 -0.217
C -1.88477 2.97201 3.36933 -0.186
C -1.89415 2.47030 2.04295 -0.084
C -2.26799 3.31003 0.96622 -0.211
C -2.27857 2.82116 -0.30450 -0.217
C -1.89014 1.48443 -0.54952 -0.280
C -1.50049 0.59981 0.43365 -0.572
C -1.53514 1.12222 1.76900 -0.037
H -0.96180 0.18500 5.02941 0.220
H -1.53724 2.56594 5.42898 0.213
H -2.15664 4.00770 3.53089 0.207
H -2.54861 4.33495 1.17759 0.202
H -2.57514 3.45978 -1.12783 0.202
H -1.89539 1.16446 -1.58980 0.185
C 3.41319 2.35100 -2.03835 -0.413
N 2.80679 1.47462 -1.07113 -0.402
C 3.05132 1.49626 0.35288 -0.322
C 2.09238 0.41265 0.83990 0.670
O 1.97027 0.07427 1.99090 -0.585
N 1.42115 -0.11309 -0.25165 -0.747
C 1.88448 0.52942 -1.32251 0.668
N 1.43039 0.29841 -2.55874 -0.790
H 3.73873 3.25827 -1.53251 0.221
H 2.68510 2.64337 -2.79562 0.212
H 4.28169 1.89871 -2.52501 0.202
H 2.79655 2.45653 0.80651 0.227
H 4.07936 1.23436 0.60956 0.224
H 0.91702 -0.58379 -2.66393 0.453
H 2.01249 0.57492 -3.33105 0.394
```

Properties
**E_HOMO**: -7.44 eV
**Gap between HOMO and LUMO**: 0.2869 Eh

Model two:
The following is a quantum chemistry calculation of a structure of composition C18H18IMgN3O6, from the OMol25 dataset.

```
47
Properties=species:S:1:pos:R:3:nbo_charge:R:1
Mg -0.92727 0.03654 -0.70242 1.736
O 0.26479 2.69387 3.48130 -0.658
C 0.39528 1.45032 3.00265 0.775
O -0.52337 0.67875 2.90893 -0.615
C 1.84460 1.12287 2.65264 -0.168
O 2.00681 0.63692 1.34089 -0.542
C 2.17109 1.69036 0.38165 -0.179
C 0.88229 2.43089 -0.02848 0.748
O 0.89256 3.64712 0.02794 -0.631
O -0.08333 1.70224 -0.46797 -0.962
H -0.67712 2.82998 3.66801 0.500
H 2.14988 0.33426 3.34434 0.201
H 2.46940 2.00025 2.82672 0.203
H 2.58900 1.21660 -0.50654 0.203
H 2.88004 2.42411 0.76688 0.188
I 1.54626 -0.20983 -2.80867 0.117
C 0.60709 -1.93082 -3.52433 -0.148
C 1.34708 -2.75511 -4.32315 -0.263
C 0.75797 -3.91048 -4.87583 -0.222
C -0.55448 -4.17683 -4.62674 -0.173
C -1.33226 -3.32455 -3.80414 -0.102
C -2.70504 -3.61203 -3.59441 -0.200
C -3.45337 -2.79546 -2.80476 -0.221
C -2.84314 -1.69394 -2.15804 -0.282
C -1.51585 -1.33686 -2.30382 -0.585
C -0.75998 -2.17314 -3.19379 -0.025
H 2.37946 -2.51871 -4.54252 0.220
H 1.34897 -4.56637 -5.50191 0.213
H -1.03481 -5.04756 -5.05866 0.206
H -3.13522 -4.47984 -4.08119 0.202
H -4.50933 -2.98942 -2.65550 0.205
H -3.49049 -1.11082 -1.50946 0.198
C -0.29374 -3.82406 3.52357 -0.406
N -0.64870 -2.75893 2.61674 -0.390
C -2.01542 -2.34139 2.33879 -0.316
C -1.77231 -1.34038 1.23492 0.680
O -2.55736 -0.57248 0.69500 -0.662
N -0.46400 -1.35392 0.87755 -0.720
C 0.16540 -2.15552 1.72920 0.678
N 1.48733 -2.30839 1.69380 -0.772
H -0.97385 -3.80947 4.37300 0.224
H 0.71001 -3.67006 3.91933 0.204
H -0.34246 -4.80498 3.04550 0.208
H -2.47948 -1.86491 3.20250 0.244
H -2.64235 -3.16331 1.98536 0.236
H 1.99248 -1.58597 1.19370 0.450
H 1.97058 -2.83744 2.39560 0.401
```

Properties
**E_HOMO**: -7.51 eV
**Gap between HOMO and LUMO**: 0.2732 Eh

Relative energy of each structure, in kJ/mol: model one 0.0; model two 46.5.

Model one:
The following is a quantum chemistry calculation of an isolated molecule of C4H12N2O2Si, from the OMol25 dataset.

```
21
Properties=species:S:1:pos:R:3:nbo_charge:R:1
C 2.10254 1.67216 -1.02376 -0.600
C 0.65330 1.32442 -0.70844 -0.393
C 0.42093 -0.18776 -0.66898 -0.895
Si -1.41339 -0.60611 -0.43472 1.801
O -1.95554 -1.69591 -1.52511 -1.103
N -1.88650 -1.60151 1.14988 -0.987
C -1.37734 -1.08001 2.27909 0.772
N -1.48641 -1.83701 3.41920 -0.845
O -0.81549 0.00252 2.27044 -0.691
H 2.40182 1.24179 -1.97780 0.195
H 2.23258 2.75029 -1.07987 0.209
H 2.76386 1.28590 -0.25190 0.204
H 0.37588 1.73981 0.26025 0.221
H 0.00612 1.77631 -1.46448 0.188
H 1.02315 -0.60425 0.13636 0.251
H 0.79169 -0.62722 -1.60045 0.220
H -2.30003 0.54830 -0.39244 -0.231
H -1.62772 -1.68231 -2.42065 0.503
H -2.27070 -2.53003 1.12497 0.398
H -2.14412 -2.59677 3.45818 0.382
H -1.27591 -1.37320 4.28579 0.401
```

Properties
**SMILES**: CCC[Si@@H](O)NC(N)=O
**E_HOMO**: -9.67 eV
**Gap between HOMO and LUMO**: 0.3793 Eh

Model two:
The following is a quantum chemistry calculation of a cluster of 2 separate species, C4H12N2O2Si in total, from the OMol25 dataset.

```
21
Properties=species:S:1:pos:R:3:nbo_charge:R:1
C -1.17449 0.24271 1.89773 -1.121
C -2.93809 0.10252 -0.46481 -1.120
C 0.18821 1.54292 -0.59290 -1.034
C -0.34288 -1.41485 -0.40656 -0.712
N 2.97537 -0.07452 -0.04151 0.061
N 2.73981 -0.90226 -0.90746 0.271
O 3.30289 -1.60080 -1.77818 -0.254
O 4.34722 0.21441 0.23444 -0.556
Si -1.16540 0.21974 0.04806 1.515
H -1.48258 1.16318 2.34406 0.236
H -2.12868 -0.22097 2.05290 0.227
H -0.34288 -0.10009 2.49481 0.248
H -3.70070 0.81841 -0.24388 0.249
H -3.11176 -0.25710 -1.55143 0.246
H -3.18872 -0.72867 0.17776 0.238
H 0.58455 2.16764 0.18294 0.235
H 0.91749 0.98359 -1.13280 0.225
H -0.31209 2.15696 -1.34786 0.222
H 0.62960 -1.80850 0.03364 0.189
H -0.70623 -1.94738 -1.19950 0.163
H 4.90935 -0.55697 0.20052 0.471
```

Properties
**E_HOMO (alpha / beta)**: -8.36 / -9.99 eV
**Gap between HOMO and LUMO (alpha / beta)**: 0.2324 / 0.3653 Eh

Relative energy of each structure, in kJ/mol: model one 0.0; model two 980.7.

Model one:
The following is a quantum chemistry calculation of a cluster of 3 separate species, C2H12N2O2 in total, from the OMol25 dataset.

```
18
Properties=species:S:1:pos:R:3:nbo_charge:R:1
C 0.53177 1.23051 1.63833 -0.422
N 0.18032 1.26759 0.15623 -0.703
C 0.32817 -0.08014 -0.57762 -0.040
N -0.48326 -1.16267 -0.09169 -0.895
H 1.28975 1.98798 1.79268 0.205
H 0.79605 0.20158 1.98121 0.220
H -0.44393 1.57497 2.11014 0.205
H 0.37035 1.98373 -0.51642 0.392
H 0.06933 -0.00637 -1.59277 0.194
H 1.46251 -0.33800 -0.51615 0.143
H -1.15901 -1.61256 -0.75798 0.380
H -1.20308 -0.89252 0.61266 0.379
O 1.35196 -3.88579 -0.68062 -0.943
H 0.72262 -3.24097 -0.45909 0.477
H 2.19196 -3.38777 -0.73108 0.463
O -2.26357 1.87172 -0.96407 -0.989
H -2.37496 2.81648 -0.86718 0.458
H -1.36699 1.67221 -0.53658 0.478
```

Properties
**SMILES**: CNCN.O.O
**E_HOMO**: -9.29 eV
**Gap between HOMO and LUMO**: 0.3687 Eh

Model two:
The following is a quantum chemistry calculation of a cluster of 3 separate species, C2H12N2O2 in total, from the OMol25 dataset.

```
18
Properties=species:S:1:pos:R:3:nbo_charge:R:1
N -1.06686 -1.81388 -1.20280 -0.852
C 0.37548 -1.50045 -1.02310 -0.251
C 0.39650 -0.26212 -0.05136 -0.208
N 0.05206 -0.48124 1.27720 -0.883
H -1.49588 -2.33389 -0.40904 0.348
H -1.17263 -2.62260 -1.81780 0.348
H 1.11820 -1.12177 -1.85990 0.201
H 0.65823 -2.50519 -0.60870 0.183
H 1.46938 0.31350 -0.13839 0.191
H -0.30016 0.54220 -0.64126 0.173
H -0.69070 -1.18815 1.55469 0.368
H 0.55085 -0.20507 2.04990 0.381
O 1.29134 2.17706 -3.21740 -0.939
H 0.91813 2.41901 -4.11470 0.472
H 1.46013 1.22855 -3.26117 0.467
O -1.04760 2.29789 4.79396 -0.949
H -1.06063 1.88625 3.92415 0.475
H -1.45584 3.16991 4.74570 0.474
```

Properties
**SMILES**: NCCN.O.O
**E_HOMO**: -8.65 eV
**Gap between HOMO and LUMO**: 0.3464 Eh

Relative energy of each structure, in kJ/mol: model one 0.0; model two 74.2.

Model one:
The following is a quantum chemistry calculation of a cluster of 3 separate species, C2H12N2O2 in total, from the OMol25 dataset.

```
18
Properties=species:S:1:pos:R:3:nbo_charge:R:1
C 1.83011 -0.80961 -1.25637 -0.412
N 0.88868 -1.04901 -0.22135 -0.679
C 0.11817 -0.07865 0.45861 -0.035
N -1.31412 -0.48358 0.36279 -0.852
H 2.74145 -1.37316 -1.12927 0.191
H 1.38226 -1.15777 -2.20697 0.177
H 2.26526 0.14492 -1.13699 0.195
H 1.11983 -1.97486 0.14881 0.377
H 0.24870 0.91393 -0.13968 0.156
H 0.57521 -0.02468 1.47455 0.178
H -2.01603 0.20426 0.54078 0.352
H -1.50652 -0.76123 -0.58322 0.352
O -0.28102 -0.90536 -5.37635 -0.924
H 0.14300 -0.13594 -4.93783 0.463
H -0.90835 -1.10197 -4.60229 0.462
O -1.77329 3.22283 6.16139 -0.952
H -1.19317 2.81618 6.77823 0.473
H -2.32015 2.55370 5.66515 0.478
```

Properties
**SMILES**: CNCN.O.O
**E_HOMO**: -8.50 eV
**Gap between HOMO and LUMO**: 0.3342 Eh

Model two:
The following is a quantum chemistry calculation of a cluster of 3 separate species, C2H12N2O2 in total, from the OMol25 dataset.

```
18
Properties=species:S:1:pos:R:3:nbo_charge:R:1
C 0.52258 -1.00511 -1.62726 -0.426
N -0.16046 -1.51924 -0.44416 -0.643
C -0.17268 -0.46372 0.60927 -0.068
N -0.74711 0.81180 0.26960 -0.844
H 0.30983 -1.60215 -2.50596 0.210
H 0.13287 -0.01452 -1.90039 0.166
H 1.56370 -0.88289 -1.41068 0.200
H -1.17360 -1.56382 -0.54184 0.345
H 0.85299 -0.38431 0.97097 0.185
H -0.76703 -0.83827 1.43601 0.182
H -1.54792 0.68565 -0.29599 0.348
H -0.16607 1.50978 -0.16198 0.365
O 0.44828 5.66795 1.89450 -0.940
H 1.09633 6.37342 1.84221 0.470
H 0.06183 5.56062 1.02199 0.469
O 0.17377 -4.42133 0.17636 -0.963
H -0.64799 -4.45143 0.68019 0.454
H 0.22067 -3.46242 -0.01285 0.490
```

Properties
**SMILES**: CNCN.O.O
**E_HOMO**: -9.56 eV
**Gap between HOMO and LUMO**: 0.3763 Eh

Relative energy of each structure, in kJ/mol: model one 107.9; model two 0.0.

Model one:
The following is a quantum chemistry calculation of a structure of composition C2H3BrFNO2, from the OMol25 dataset.

```
10
Properties=species:S:1:pos:R:3:nbo_charge:R:1
C 0.32509 0.44512 -1.05890 -0.772
C -0.45140 -0.35673 -0.10653 0.626
N -0.29667 0.20792 1.30971 0.465
O 0.61497 0.99969 1.42882 -0.359
O -0.98785 -0.31279 2.13344 -0.303
F -1.70941 -0.68907 -0.27206 -0.281
Br 0.75771 -2.44143 0.33996 -0.209
H -0.14183 1.44144 -1.12435 0.258
H 1.30168 0.67482 -0.50743 0.300
H 0.58770 0.03104 -2.14266 0.277
```

Properties
**E_HOMO**: -10.53 eV
**Gap between HOMO and LUMO**: 0.3127 Eh

Model two:
The following is a quantum chemistry calculation of a cluster of 2 separate species, C2H3BrFNO2 in total, from the OMol25 dataset.

```
10
Properties=species:S:1:pos:R:3:nbo_charge:R:1
C 0.88488 -0.88058 -1.16676 -0.504
C 1.81626 -0.04124 -0.84285 0.346
F 3.03905 -0.03670 -1.34901 -0.306
Br 1.60184 1.02167 0.75886 0.000
H -0.09705 -0.85586 -0.75977 0.236
H 1.03984 -1.41870 -2.11216 0.227
O -2.86914 0.07359 0.19377 -0.271
N -2.00672 0.03516 1.01298 0.337
O -2.09757 1.11279 1.90524 -0.534
H -1.31141 0.98987 2.35970 0.470
```

Properties
**SMILES**: C=C(F)Br.O=NO
**E_HOMO**: -10.10 eV
**Gap between HOMO and LUMO**: 0.3675 Eh

Model three:
The following is a quantum chemistry calculation of a structure of composition C2H3BrFNO2, from the OMol25 dataset.

```
10
Properties=species:S:1:pos:R:3:nbo_charge:R:1
C 0.88603 0.04957 0.10797 -0.296
C -0.82419 0.45637 -0.81440 0.136
N 0.43208 -0.82058 1.08692 0.487
O 0.48021 -1.97703 0.89776 -0.373
O 0.01532 -0.40496 2.15643 -0.399
F -1.74718 0.51434 0.11261 -0.306
Br -0.68047 1.93485 -1.94645 0.093
H 1.30636 -0.22940 -0.78452 0.233
H 0.98992 1.01441 0.53457 0.237
H -0.85807 -0.53757 -1.35089 0.189
```

Properties
**E_HOMO**: -10.52 eV
**Gap between HOMO and LUMO**: 0.3703 Eh

Relative energy of each structure, in kJ/mol: model one 57.9; model two 0.0; model three 120.0.